Entry 1:
{
  "formula": "C17H39O2P3Pd",
  "method": "wB97M-V/def2-TZVPD",
  "charge": 4,
  "total_energy_ev": -53654.4386,
  "multiplicity": 5,
  "lumo_ev": [-12.181, -15.844],
  "elements": ["Pd", "P", "P", "P", "H", "C", "C", "H", "C", "C", "C", "C", "C", "C", "C", "C", "C", "H", "H", "H", "H", "H", "H", "H", "H", "H", "H", "H", "H", "H", "H", "H", "H", "H", "H", "H", "H", "H", "H", "H", "H", "H", "H", "H", "H", "H", "C", "C", "C", "C", "C", "C", "O", "H", "H", "H", "H", "H", "H", "O", "H", "H"],
  "coordinates": [[-0.026, -0.652, -1.929], [-1.267, -1.891, 0.068], [1.117, -2.536, -2.193], [-0.772, 3.305, 0.177], [-0.351, -0.592, -3.750], [-0.207, 0.476, -4.062], [0.930, 1.233, -4.165], [1.955, 0.880, -4.072], [-2.929, -2.659, 0.260], [-0.337, -3.186, 1.005], [-1.321, -0.727, 1.482], [2.226, -1.855, -3.480], [2.248, -2.948, -0.818], [0.675, -4.206, -2.882], [-1.564, 4.892, 0.601], [-0.232, 2.753, 1.844], [-2.293, 2.335, -0.167], [-1.068, 0.852, -4.670], [0.832, 2.250, -4.552], [-2.949, -3.357, 1.112], [-3.224, -3.228, -0.626], [-3.696, -1.903, 0.438], [-0.954, -3.515, 1.853], [0.597, -2.778, 1.402], [-0.106, -4.058, 0.387], [-2.031, 0.074, 1.278], [-0.315, -0.323, 1.631], [-1.628, -1.267, 2.385], [3.212, -2.340, -3.528], [2.328, -0.788, -3.240], [1.707, -1.980, -4.439], [1.956, -3.910, -0.372], [2.189, -2.159, -0.063], [3.277, -3.014, -1.182], [1.483, -4.950, -2.716], [0.487, -4.121, -3.962], [-0.242, -4.574, -2.405], [-1.811, 5.007, 1.653], [-2.478, 5.106, 0.055], [-0.894, 5.713, 0.355], [0.330, 3.530, 2.367], [0.486, 1.923, 1.770], [-1.031, 2.413, 2.517], [-3.074, 2.934, -0.636], [-2.745, 1.797, 0.674], [-2.033, 1.582, -0.922], [-0.347, 4.397, -3.300], [-1.212, 3.318, -3.524], [-2.226, 3.433, -4.466], [-2.320, 4.671, -5.127], [-1.417, 5.758, -4.958], [-0.450, 5.624, -3.979], [0.722, 4.318, -2.422], [0.277, 4.421, -1.558], [-0.933, 2.398, -3.008], [-2.766, 2.559, -4.837], [-3.157, 4.816, -5.809], [-1.358, 6.613, -5.646], [0.352, 6.341, -3.747], [2.090, -0.335, 1.922], [2.655, 0.490, 1.844], [2.487, -0.802, 2.673]],
  "forces_ev_per_a": [[-1.204, 0.834, 2.052], [-0.969, -1.007, 2.686], [3.164, -3.536, -1.324], [-3.568, 0.082, 4.025], [0.368, -0.018, -1.234], [0.294, 1.503, -1.531], [-0.955, -1.505, -0.252], [-0.228, 0.131, 0.552], [-0.664, -0.025, -1.088], [0.936, -0.164, -0.709], [0.302, 0.853, -0.612], [-0.372, 0.204, -0.043], [-0.449, 0.278, 0.502], [-0.721, 0.338, 0.031], [0.644, 1.319, -1.267], [1.959, -0.654, -0.182], [0.336, -0.898, -1.646], [0.376, -0.392, 1.296], [0.067, -0.422, -0.050], [0.387, 0.341, -0.248], [-0.009, 0.053, 0.093], [0.093, 0.088, -0.162], [-0.017, 0.267, -0.381], [-0.132, -0.057, -0.116], [-0.105, 0.017, 0.169], [0.074, -0.134, 0.191], [-0.100, 0.015, 0.186], [0.012, -0.069, -0.259], [-0.344, 0.077, 0.147], [0.472, -0.362, -0.306], [0.271, 0.207, 0.086], [0.141, 0.383, -0.129], [0.277, -0.153, 0.139], [-0.173, 0.022, -0.126], [-0.235, 0.703, 0.080], [0.012, 0.010, 0.354], [0.205, -0.082, -0.127], [0.350, -0.567, 0.451], [-0.046, -0.364, -0.391], [0.156, 0.369, 0.228], [-0.127, 0.275, -0.284], [-0.223, -0.002, 0.011], [-0.415, 0.223, -0.657], [0.259, 0.294, 0.072], [0.529, 0.453, 0.226], [-0.240, -0.251, 0.097], [0.974, 1.120, 0.561], [-0.962, -0.846, -0.159], [1.901, -0.805, 0.966], [-1.043, 1.045, -1.116], [1.546, 0.022, 0.566], [0.131, 0.575, -1.063], [-1.796, -0.310, -0.387], [0.866, 0.051, 0.014], [-0.594, 0.362, -0.231], [-0.293, 0.446, 0.401], [0.148, -0.036, -0.072], [-0.632, -0.275, 0.419], [-0.639, -0.038, -0.360], [0.859, 1.485, -0.222], [-0.779, -1.535, 0.208], [-0.072, 0.061, -0.075]]
}

---

Entry 2:
{
  "formula": "C24H72O24",
  "method": "wB97M-V/def2-TZVPD",
  "smiles": "OCCO.OCCO.OCCO.OCCO.OCCO.OCCO.OCCO.OCCO.OCCO.OCCO.OCCO.OCCO",
  "charge": 0,
  "total_energy_ev": -75172.9010,
  "e_above_lowest_kcal_mol": 424.8,
  "lumo_ev": 0.070,
  "elements": ["C", "C", "O", "O", "H", "H", "H", "H", "H", "H", "C", "C", "O", "O", "H", "H", "H", "H", "H", "H", "C", "C", "O", "O", "H", "H", "H", "H", "H", "H", "C", "C", "O", "O", "H", "H", "H", "H", "H", "H", "C", "C", "O", "O", "H", "H", "H", "H", "H", "H", "C", "C", "O", "O", "H", "H", "H", "H", "H", "H", "C", "C", "O", "O", "H", "H", "H", "H", "H", "H", "C", "C", "O", "O", "H", "H", "H", "H", "H", "H", "C", "C", "O", "O", "H", "H", "H", "H", "H", "H", "C", "C", "O", "O", "H", "H", "H", "H", "H", "H", "C", "C", "O", "O", "H", "H", "H", "H", "H", "H", "C", "C", "O", "O", "H", "H", "H", "H", "H", "H"],
  "coordinates": [[3.809, -3.855, -1.435], [5.202, -4.155, -1.793], [5.728, -3.008, -2.089], [3.148, -5.040, -1.112], [3.123, -3.164, -2.042], [3.709, -3.262, -0.576], [4.986, -4.791, -2.690], [5.725, -4.469, -0.924], [5.486, -2.879, -2.985], [2.562, -5.011, -0.311], [-3.421, 1.423, 2.921], [-3.420, 0.611, 4.192], [-4.358, -0.410, 3.991], [-2.173, 2.219, 2.874], [-4.298, 2.234, 2.951], [-3.582, 1.044, 1.914], [-3.310, 1.022, 4.981], [-2.613, 0.076, 4.260], [-3.909, -1.077, 3.560], [-2.049, 2.537, 3.786], [-3.696, -1.674, -3.572], [-4.033, -3.139, -3.279], [-5.074, -3.475, -4.129], [-2.636, -1.194, -2.758], [-4.581, -1.139, -3.189], [-3.370, -1.366, -4.613], [-4.382, -3.176, -2.345], [-3.265, -3.709, -3.334], [-4.736, -3.429, -5.105], [-2.869, -0.096, -2.976], [0.215, 0.187, 0.860], [0.545, -0.781, -0.237], [1.245, -2.006, 0.201], [0.010, 1.452, 0.385], [1.066, 0.019, 1.520], [-0.750, -0.295, 1.370], [1.309, -0.294, -0.881], [-0.425, -0.774, -0.814], [1.071, -2.629, -0.539], [-0.454, 2.069, 0.893], [-2.595, 2.669, -3.903], [-1.675, 2.543, -2.659], [-1.116, 3.805, -2.182], [-3.268, 1.513, -4.036], [-1.881, 2.896, -4.719], [-3.203, 3.602, -4.236], [-0.827, 1.972, -3.074], [-2.049, 1.969, -1.657], [-1.811, 4.400, -1.850], [-3.808, 1.644, -4.778], [2.567, 3.256, -1.544], [2.506, 2.756, -3.015], [3.217, 1.472, -3.165], [1.637, 4.214, -1.240], [3.587, 3.641, -1.328], [2.329, 2.542, -0.697], [2.957, 3.480, -3.710], [1.385, 2.669, -3.353], [3.975, 1.145, -2.685], [0.788, 4.163, -1.625], [-3.349, -4.138, 1.173], [-2.691, -2.728, 1.185], [-2.469, -2.234, 2.392], [-3.424, -4.503, -0.184], [-4.310, -4.040, 1.635], [-2.754, -4.805, 1.857], [-3.322, -2.276, 0.742], [-1.810, -2.623, 0.421], [-1.616, -2.549, 2.689], [-2.742, -3.848, -0.407], [1.072, -2.348, 3.938], [0.486, -3.581, 4.706], [-0.727, -3.858, 4.145], [2.523, -2.372, 4.001], [0.818, -1.300, 4.331], [0.810, -2.394, 2.865], [0.399, -3.396, 5.903], [1.178, -4.389, 4.711], [-1.165, -4.297, 4.700], [2.935, -2.281, 3.147], [5.141, 1.456, 0.704], [4.764, 0.651, -0.496], [5.349, 1.362, -1.581], [4.376, 0.984, 1.818], [5.106, 2.527, 0.821], [6.187, 1.402, 0.950], [3.760, 0.571, -0.746], [5.198, -0.292, -0.358], [6.248, 0.960, -1.550], [3.643, 1.598, 1.962], [2.721, 3.099, 4.460], [1.509, 2.131, 4.390], [1.025, 2.093, 5.736], [3.094, 3.302, 3.059], [3.638, 2.969, 5.056], [2.434, 3.998, 4.726], [2.000, 1.297, 3.967], [0.829, 2.429, 3.913], [1.125, 2.989, 6.021], [2.352, 3.717, 2.674], [0.430, -3.142, -3.025], [-0.085, -3.490, -4.514], [1.061, -3.125, -5.301], [-0.686, -3.226, -2.319], [0.929, -2.095, -2.992], [1.096, -3.830, -2.880], [-0.812, -2.906, -4.758], [-0.492, -4.585, -4.785], [1.315, -2.227, -5.105], [-1.506, -2.747, -2.484], [-2.594, 5.078, 1.324], [-3.203, 5.959, 0.242], [-3.063, 5.230, -1.006], [-2.537, 5.649, 2.528], [-1.521, 4.626, 1.215], [-3.189, 4.125, 1.152], [-2.569, 6.925, 0.184], [-4.249, 6.067, 0.522], [-3.452, 5.869, -1.563], [-3.457, 5.614, 2.616]],
  "forces_ev_per_a": [[-3.796, 0.876, 1.751], [-3.478, -2.927, -0.340], [3.543, 4.822, -1.600], [-1.627, -1.900, 0.635], [1.462, -1.166, -0.836], [0.927, 1.171, 1.761], [1.536, -0.624, 0.810], [0.301, -1.662, 0.466], [0.056, 1.158, -1.328], [1.079, 0.386, -1.279], [-0.529, 4.794, 0.519], [-3.423, -4.570, -11.920], [-3.511, 1.820, 2.532], [-0.606, -0.481, 0.372], [1.411, -1.586, 0.256], [0.479, -1.143, 0.472], [-0.821, 6.152, 10.270], [5.736, -2.691, -0.550], [1.469, -2.404, -1.500], [0.084, -0.003, -0.644], [-0.023, 0.477, 0.350], [-2.660, 5.106, -3.048], [-0.157, -0.731, -3.581], [-0.785, 4.801, -0.542], [-0.143, 0.000, -1.063], [-1.117, -0.959, 0.572], [-1.481, -0.212, 3.759], [5.277, -4.128, -0.709], [-0.946, -0.187, 2.773], [1.840, -4.197, 1.310], [-1.593, -3.126, 2.706], [0.790, 1.124, -2.136], [-2.089, 0.555, -0.787], [1.513, -0.471, -2.665], [0.078, 0.865, 0.837], [1.811, 1.272, -0.531], [-0.609, 0.094, 0.046], [1.028, -1.461, 0.057], [0.093, 0.349, 0.750], [-1.214, 0.790, 1.822], [1.898, 4.001, -0.558], [0.095, 0.683, 2.383], [-0.064, -1.028, -1.144], [-0.416, -2.186, 0.850], [0.417, -1.033, -0.020], [-0.016, -1.025, 2.206], [-0.206, 0.094, 0.686], [0.197, 1.048, -2.735], [-0.016, -0.433, 0.106], [-1.459, -0.490, -1.598], [0.173, -1.383, 0.778], [0.103, -1.428, 0.879], [-2.902, 0.443, -1.825], [0.896, 3.124, 0.869], [-0.579, -0.013, -0.244], [0.864, -0.777, -1.589], [-0.017, -0.044, 0.366], [2.055, -0.428, 0.686], [0.546, 1.417, 0.730], [-1.506, -0.827, -0.991], [1.700, -0.064, 1.685], [7.068, -7.118, 1.330], [0.702, 1.659, 2.710], [0.591, 0.527, 0.362], [-0.841, 0.010, 0.090], [-0.344, 0.054, -0.936], [-8.502, 6.899, -5.411], [-0.616, -0.687, 1.399], [0.247, -0.256, 0.707], [-0.038, -0.960, -1.823], [1.409, 0.864, 0.129], [1.478, 2.819, 2.939], [3.982, 4.923, -7.269], [-0.583, -0.389, 0.966], [-0.378, -1.705, -0.287], [-0.394, -0.153, 0.491], [-0.036, 0.129, -2.593], [0.732, -0.807, -0.729], [-5.996, -5.616, 6.699], [-0.181, 0.104, -0.525], [-1.100, 0.152, 2.663], [1.268, 2.615, 0.241], [2.177, -1.394, -0.658], [0.060, -0.621, 0.370], [-0.965, 0.852, -1.561], [0.812, -1.159, -0.008], [-2.103, -0.097, 0.313], [0.423, -1.690, -0.076], [-0.614, 0.994, -0.866], [0.287, 0.078, 0.097], [0.778, -2.608, -3.603], [11.290, -2.220, 8.822], [-0.273, -1.905, -0.007], [1.699, -0.984, 0.959], [-0.531, -1.282, -0.334], [-1.963, 4.681, 1.884], [-0.343, -1.946, 0.226], [-9.510, 4.651, -7.859], [-0.118, 0.709, 0.631], [-1.172, 0.845, -0.935], [-3.992, 4.551, -5.682], [5.910, -3.125, 1.367], [-0.123, -1.442, -1.379], [-2.275, -1.580, 4.975], [-0.678, -1.328, -0.316], [3.779, -4.122, 1.954], [-4.830, 3.859, -1.221], [1.637, 2.133, 1.062], [-0.127, 0.378, 0.196], [0.909, 0.882, -0.811], [3.096, -4.052, -4.077], [3.139, 0.341, 0.192], [-0.374, 0.316, 1.698], [0.050, 0.699, 1.812], [-1.574, 1.281, -1.081], [0.194, 0.607, 1.228], [-1.507, -1.137, 0.036], [-0.152, 0.558, -0.296], [-0.659, 0.646, -1.886], [-2.498, 0.939, 2.394]]
}

---

Entry 3:
{
  "formula": "C9H18O9",
  "method": "wB97M-V/def2-TZVPD",
  "smiles": "COC(=O)OC.COC(=O)OC.COC(=O)OC",
  "charge": 0,
  "total_energy_ev": -28050.4943,
  "e_above_lowest_kcal_mol": 43.7,
  "lumo_ev": 0.479,
  "elements": ["C", "O", "C", "O", "O", "C", "H", "H", "H", "H", "H", "H", "C", "O", "C", "O", "O", "C", "H", "H", "H", "H", "H", "H", "C", "O", "C", "O", "O", "C", "H", "H", "H", "H", "H", "H"],
  "coordinates": [[6.433, -2.580, 32.420], [5.352, -1.804, 32.744], [5.353, -0.488, 32.675], [6.295, 0.200, 32.297], [4.213, -0.009, 33.159], [4.016, 1.357, 33.300], [7.393, -2.234, 32.804], [6.511, -2.426, 31.344], [6.285, -3.644, 32.605], [4.409, 1.894, 32.437], [4.629, 1.759, 34.107], [3.002, 1.750, 33.375], [-0.437, 3.614, 28.313], [-0.137, 2.409, 27.596], [0.517, 2.417, 26.406], [1.273, 3.352, 26.006], [0.242, 1.312, 25.699], [0.839, 1.131, 24.467], [0.482, 4.117, 28.615], [-0.749, 3.398, 29.335], [-1.200, 4.214, 27.817], [1.835, 1.574, 24.486], [0.269, 1.485, 23.609], [0.907, 0.047, 24.372], [4.702, -5.273, 24.522], [5.825, -4.396, 24.669], [5.571, -3.218, 25.358], [4.571, -2.962, 26.003], [6.665, -2.409, 25.217], [6.659, -1.163, 25.907], [4.978, -6.226, 24.072], [4.075, -4.798, 23.768], [3.986, -5.494, 25.313], [5.971, -0.506, 25.375], [7.649, -0.765, 26.130], [6.149, -1.217, 26.869]],
  "forces_ev_per_a": [[1.866, 0.098, -2.323], [-2.725, 0.239, 1.839], [2.264, 1.664, -0.176], [-1.226, -0.949, 0.283], [-1.291, -1.771, 0.128], [1.537, 2.443, -0.714], [-0.202, 0.082, 0.519], [0.543, -0.591, -0.321], [-0.430, 0.367, 0.382], [0.138, -0.163, -0.319], [-0.201, -0.196, 0.381], [-0.275, -1.225, 0.315], [1.092, 0.152, 0.671], [-0.211, -0.917, -0.874], [1.903, 3.636, -0.899], [-2.603, -3.181, 1.405], [-1.304, 0.939, 2.505], [1.354, -0.751, -1.037], [0.157, 0.619, -1.112], [-0.754, -0.989, -0.369], [0.410, 0.054, -0.120], [-0.041, -0.020, -0.309], [-0.205, 0.413, 0.309], [0.206, 0.040, -0.166], [-1.317, 0.209, -1.588], [-0.270, 1.183, 1.569], [0.092, -0.193, 0.326], [1.397, -0.400, -1.135], [-0.381, -1.419, 0.028], [-1.724, 0.357, 0.780], [0.774, 0.236, 0.271], [-0.198, -0.007, -0.163], [0.856, 0.502, 0.870], [0.637, 0.476, -0.350], [0.021, -0.339, -0.818], [0.109, -0.596, 0.214]]
}